[1]
29
Properties=species:S:1:pos:R:3 method="wB97M-V/def2-TZVPD" total_charge=-2 e_above_lowest_kj_mol=100.6
K 0.58758 -0.35666 -0.07440
O 2.60872 0.59370 -0.16490
N 2.75132 1.51573 0.75460
C 3.75380 1.36481 1.65140
C 3.98509 2.26305 2.65495
C 3.13635 3.36558 2.76170
C 2.12090 3.51518 1.85442
C 1.89236 2.60009 0.80324
S 0.64311 2.78949 -0.34716
H 4.31967 0.45770 1.50794
H 4.77367 2.06937 3.36739
H 3.25770 4.07958 3.56672
H 1.42604 4.33962 1.92044
Cl -5.82845 -4.56355 0.10889
C -4.19644 -3.91067 0.03368
C -4.00260 -2.53890 0.03128
C -2.71904 -2.04569 -0.03396
Cl -2.47610 -0.31414 -0.04840
C -1.53775 -2.85463 -0.09261
O -0.37674 -2.36675 -0.15621
C -1.83798 -4.25164 -0.08628
Cl -0.49119 -5.36054 -0.17606
C -3.11486 -4.77112 -0.02518
H -4.84273 -1.86019 0.08522
H -3.26245 -5.84244 -0.02244
Cl -1.28660 -1.68723 4.04950
Ge 0.03118 -0.13375 2.99925
Cl 1.90774 -0.45220 4.33079
Cl -0.77971 1.69210 4.13527

=====

[2]
93
Properties=species:S:1:pos:R:3 method="wB97M-V/def2-TZVPD" energy_ha=-5226.18465
C 4.98276 1.72509 -0.68835
C 4.86935 2.65771 -1.91678
C 4.66953 4.11060 -1.42833
C 3.85243 2.20156 -2.98062
C 2.36168 2.44803 -2.60574
Si 1.35048 0.88500 -2.27869
C 1.20963 0.03074 -3.97349
C 0.57186 -1.36837 -3.88129
O -0.56663 -1.42625 -3.02780
O -0.23467 1.19651 -1.78771
Si -0.51795 2.27486 -0.56116
O -1.75008 1.59890 0.33354
Br 1.16080 2.60117 0.89181
C -1.15698 3.93133 -1.19804
C -2.61800 3.73226 -1.71057
C -3.67324 4.58141 -1.00066
I -3.81445 4.28971 1.12643
C 2.20731 -0.41019 -1.20498
C 1.71650 -0.80226 0.03371
C 2.31624 -1.76223 0.80197
C 3.45220 -2.41472 0.36933
C 3.95582 -2.04421 -0.85764
C 3.35731 -1.07202 -1.62059
H 5.60178 2.23017 0.06518
H 4.02001 1.43761 -0.25900
H 5.57077 0.84998 -0.99251
H 5.85817 2.62664 -2.40129
H 4.41326 4.75862 -2.27232
H 3.85548 4.10100 -0.68917
H 5.56052 4.43125 -0.88201
H 4.06558 2.79403 -3.88118
H 4.07331 1.16238 -3.24991
H 2.26781 3.21465 -1.82972
H 1.89519 2.88979 -3.50175
H 0.68108 0.71126 -4.65151
H 2.23919 -0.10376 -4.33951
H 1.31868 -2.13335 -3.63392
H 0.21488 -1.63217 -4.88849
H -0.32949 -1.91865 -2.23501
H -2.08102 0.84858 -0.18225
H -0.49634 4.36393 -1.95373
H -1.21453 4.58634 -0.31791
H -2.63222 4.06073 -2.76079
H -2.93326 2.68426 -1.73869
H -4.64480 4.29308 -1.41165
H -3.53475 5.65093 -1.16394
H 0.81609 -0.30735 0.39580
H 1.88099 -2.04547 1.76841
H 3.91240 -3.18131 0.98479
H 4.84357 -2.56870 -1.20717
H 3.81450 -0.87536 -2.58823
O 1.14229 -2.48875 3.96595
C 1.85536 -1.68596 4.50872
O 3.14571 -1.98043 4.73125
C 4.10759 -1.03399 5.20711
C 4.07406 -0.91509 6.71716
C 1.29691 -0.37909 5.01954
H 3.98091 -0.07016 4.71127
H 5.07753 -1.41808 4.89487
H 3.11031 -0.54918 7.07144
H 4.85188 -0.23427 7.06402
H 4.23265 -1.89243 7.17406
H 0.82907 -0.54870 5.98851
H 0.54433 -0.03186 4.31425
H 2.03388 0.41571 5.10598
O -7.34381 2.47895 -2.52828
C -7.72743 1.97127 -1.50994
O -8.97928 2.21718 -1.08082
C -9.58848 1.53704 0.01879
C -9.21438 2.17104 1.34356
C -6.80566 1.13209 -0.65769
H -9.35996 0.47009 -0.00988
H -10.66259 1.62837 -0.13672
H -8.14142 2.11544 1.52854
H -9.73369 1.67577 2.16474
H -9.48417 3.22754 1.34297
H -6.19735 1.79358 -0.04146
H -6.15686 0.55937 -1.31746
H -7.31578 0.41220 -0.02193
O 0.91662 -8.35584 0.05015
C 0.44189 -7.25546 -0.01830
O 1.22504 -6.18317 0.19861
C 0.80548 -4.83317 -0.02497
C 0.04545 -4.27806 1.16329
C -1.03608 -7.05296 -0.26156
H 0.23758 -4.75330 -0.95552
H 1.71820 -4.26077 -0.17066
H -0.87048 -4.84120 1.34715
H -0.21707 -3.23249 0.99991
H 0.65172 -4.34759 2.06681
H -1.56835 -7.16906 0.68149
H -1.37351 -7.81700 -0.95870
H -1.28679 -6.09133 -0.70317

=====

[3]
272
Properties=species:S:1:pos:R:3 method="wB97M-V/def2-TZVPD" energy_ha=-4566.67239 total_charge=+8
C -2.66654 -1.89283 1.04976
C -4.00134 -2.47850 0.61875
C -3.93133 -3.96296 0.87795
N -5.23999 -4.70321 0.49690
C -5.48240 -4.81020 -0.98175
C -5.15055 -6.09614 1.04721
C -6.51447 -6.76691 1.06236
C -7.35968 -5.53823 1.47249
C -6.59384 -4.24503 1.13352
H -1.73134 -2.40177 0.81632
H -2.81533 -1.67290 2.10693
H -2.56528 -0.87851 0.66376
H -4.03993 -2.25294 -0.44695
H -4.83206 -1.99251 1.13043
H -3.76309 -4.12508 1.94261
H -3.13495 -4.40835 0.28172
H -5.68123 -3.77494 -1.25890
H -6.33276 -5.45149 -1.21351
H -4.57634 -5.18910 -1.45461
H -4.45401 -6.55978 0.34867
H -4.77631 -6.03844 2.06932
H -6.57395 -7.20491 0.06600
H -6.43341 -7.55172 1.81441
H -8.32136 -5.51356 0.95999
H -7.52715 -5.49880 2.54882
H -7.16016 -3.54115 0.52366
H -6.22233 -3.71763 2.01211
C -1.34630 1.75590 4.43163
C -2.30605 1.33672 5.55616
C -3.33311 2.40771 6.03742
N -4.39639 1.80115 7.03575
C -5.56835 1.27426 6.23254
C -4.97163 2.82136 8.01666
C -5.46683 2.01554 9.26403
C -5.03336 0.57558 9.09279
C -3.92087 0.63868 8.00659
H -0.74248 2.60893 4.74124
H -2.00987 2.20837 3.69471
H -0.74934 0.98350 3.94672
H -1.76247 1.01622 6.44493
H -2.82576 0.42520 5.26099
H -3.88708 2.95179 5.27245
H -2.73663 3.11991 6.60758
H -5.91877 2.09658 5.60878
H -6.36802 0.95836 6.90250
H -5.24323 0.51314 5.52324
H -5.67791 3.37709 7.39986
H -4.13038 3.46101 8.28355
H -6.55057 1.93126 9.34467
H -5.13702 2.52031 10.17206
H -5.76130 -0.10760 8.65523
H -4.69808 0.09095 10.00975
H -3.57438 -0.25109 7.48089
H -3.00893 1.03785 8.45058
C 4.58055 5.06687 -6.21879
C 3.60637 3.96451 -6.75646
C 3.15042 3.17864 -5.49935
N 2.03550 2.15794 -5.90480
C 2.48936 1.05203 -6.90816
C 3.61923 0.26242 -6.36631
C 3.39986 -0.40454 -5.03062
C 2.70480 0.44973 -3.90921
C 1.57802 1.35429 -4.62021
C 0.76154 2.84442 -6.50682
H 4.12823 5.69797 -5.45379
H 4.94209 5.70694 -7.02358
H 5.41742 4.55855 -5.73988
H 4.15629 3.36714 -7.48368
H 2.80992 4.45191 -7.31879
H 2.57530 3.71294 -4.74314
H 3.94367 2.60225 -5.02329
H 2.72749 1.50846 -7.86892
H 1.64238 0.39741 -7.11360
H 4.41671 0.99730 -6.25645
H 3.90431 -0.48553 -7.10617
H 4.31996 -0.89447 -4.71204
H 2.76992 -1.27021 -5.23531
H 3.52129 1.10094 -3.59717
H 2.33230 -0.00123 -2.98944
H 1.21964 2.09835 -3.90884
H 0.66077 0.81301 -4.85210
H 0.93139 3.21200 -7.51881
H 0.48134 3.68759 -5.87542
H -0.08394 2.15649 -6.50324
C 0.40212 -6.43793 -7.92777
C -0.66461 -5.36767 -7.57943
C -0.11784 -4.42138 -6.49731
N -1.05515 -3.42690 -5.73674
C -1.93008 -4.26688 -4.76654
C -2.65891 -3.40939 -3.67692
C -1.73890 -2.28942 -3.03286
C -0.93881 -1.42719 -4.04625
C -0.14815 -2.36024 -5.00359
C -2.02962 -2.65908 -6.68158
H 1.22624 -5.97297 -8.46883
H 0.03385 -7.21034 -8.60294
H 0.92711 -6.99826 -7.15413
H -1.62220 -5.80560 -7.29777
H -0.92432 -4.81639 -8.48317
H 0.60436 -3.77318 -6.99364
H 0.49743 -4.99053 -5.80045
H -1.35341 -5.07723 -4.32059
H -2.69495 -4.82777 -5.30365
H -3.18063 -3.97170 -2.90251
H -3.51238 -2.86827 -4.08541
H -1.13795 -2.67817 -2.21078
H -2.30155 -1.57820 -2.42813
H -0.23970 -0.86130 -3.43052
H -1.53834 -0.65596 -4.52985
H 0.65196 -2.92815 -4.52883
H 0.30413 -1.78137 -5.80886
H -2.55937 -1.90763 -6.09609
H -2.62777 -3.41855 -7.18509
H -1.43636 -2.10410 -7.40831
C 6.46080 -0.81409 -0.75642
C 5.18913 -1.52669 -0.64295
C 5.47472 -3.06062 -0.50906
N 4.17730 -3.86610 -0.05502
C 4.33650 -5.38562 -0.31496
C 4.29914 -5.68675 -1.84577
C 3.07655 -5.12576 -2.49032
C 2.89215 -3.64190 -2.20371
C 2.86945 -3.34637 -0.72340
C 3.97914 -3.63492 1.45296
H 7.12130 -0.99746 -1.60390
H 7.01505 -0.99923 0.16371
H 6.11897 0.21995 -0.80119
H 4.64108 -1.31113 -1.56016
H 4.58574 -1.21783 0.21064
H 6.24078 -3.15626 0.26042
H 5.82636 -3.44140 -1.46795
H 5.32411 -5.63499 0.07303
H 3.59875 -5.97785 0.22642
H 5.14302 -5.32667 -2.43426
H 4.20248 -6.72714 -2.15616
H 3.12888 -5.24471 -3.57255
H 2.23586 -5.74169 -2.17099
H 3.63313 -3.12193 -2.81089
H 1.90432 -3.24397 -2.43599
H 2.77024 -2.29121 -0.46867
H 2.05820 -3.92036 -0.27561
H 4.83479 -4.03307 1.99835
H 3.17197 -4.33436 1.67055
H 3.78603 -2.57524 1.61997
C -3.30011 3.51027 1.21080
C -3.72461 3.00217 -0.14733
C -2.78427 3.36059 -1.38846
N -3.24429 2.89407 -2.81075
C -2.25831 3.49048 -3.86445
C -2.42253 4.96661 -4.04639
C -3.85828 5.44179 -4.39795
C -4.83419 4.87613 -3.29290
C -4.70380 3.28433 -3.09450
C -3.11797 1.35161 -2.88151
H -2.22233 3.36166 1.27708
H -3.83636 2.94138 1.97035
H -3.58087 4.55847 1.31349
H -4.74611 3.36350 -0.26596
H -3.87610 1.92338 -0.11039
H -1.81764 2.88049 -1.23606
H -2.66885 4.44418 -1.41352
H -1.27449 3.27324 -3.44851
H -2.37077 2.92832 -4.79151
H -1.92708 5.54158 -3.26406
H -1.77988 5.25228 -4.87915
H -3.95197 6.52440 -4.31263
H -4.22341 5.05059 -5.34755
H -4.71633 5.43717 -2.36584
H -5.88302 5.01406 -3.55565
H -5.36234 2.81445 -2.36400
H -4.94695 2.83180 -4.05586
H -3.33873 1.14475 -3.92868
H -3.78900 0.87374 -2.16774
H -2.07847 1.15404 -2.61977
C 2.78756 10.72406 1.29031
C 1.56327 9.84154 0.80941
C 0.57280 9.53098 1.93648
N -0.09741 8.09846 1.80183
C 0.96642 6.98936 2.00010
C 0.33818 5.58574 2.06917
C -0.82250 5.59461 3.22620
C -1.84609 6.66857 2.96776
C -1.17092 8.06432 2.88730
C -0.72469 8.04719 0.45723
H 3.33349 11.20203 0.47692
H 3.49440 10.07565 1.80803
H 2.45913 11.44369 2.04023
H 2.00549 8.99635 0.28196
H 0.97581 10.20684 -0.03292
H -0.20762 10.29181 1.94986
H 0.97604 9.58725 2.94758
H 1.39926 7.21991 2.97355
H 1.76048 7.16380 1.27405
H 1.07736 4.78502 2.09291
H -0.01110 5.26915 1.08639
H -0.30350 5.72196 4.17621
H -1.26101 4.59676 3.23626
H -2.58315 6.72581 3.76874
H -2.52825 6.45564 2.14470
H -0.70045 8.26732 3.84936
H -1.77334 8.93356 2.62344
H -1.40531 8.89085 0.34283
H -1.26658 7.11850 0.27837
H 0.15292 8.02614 -0.18888
C 8.51145 3.28054 1.39994
C 7.01402 3.49549 1.32311
C 6.24593 2.22396 1.80815
N 4.65656 2.23609 1.70832
C 4.13142 0.95150 2.41005
C 4.36947 1.07279 4.00944
C 3.83726 2.32468 4.57361
C 4.49178 3.54220 3.91153
C 4.10266 3.52440 2.38956
C 4.14080 2.26308 0.29452
H 9.03490 4.22775 1.26997
H 8.95900 2.58310 0.69186
H 8.88110 3.01899 2.39144
H 6.79926 3.62777 0.26269
H 6.66601 4.40566 1.81156
H 6.57003 2.12148 2.84379
H 6.56682 1.28710 1.35272
H 4.63182 0.07403 2.00048
H 3.06586 0.81595 2.22487
H 5.44416 1.09515 4.19011
H 4.02276 0.18615 4.54024
H 4.06002 2.32340 5.64061
H 2.74834 2.29641 4.53438
H 5.55419 3.42777 4.12670
H 4.12607 4.39799 4.47896
H 4.44895 4.41873 1.87154
H 3.01658 3.43557 2.41492
H 4.44902 3.20915 -0.15052
H 3.05347 2.23173 0.22506
H 4.59153 1.45687 -0.28423
C 0.55111 -2.94152 2.58362
C 0.04738 -4.35870 2.39653
C 0.18948 -5.22399 3.72051
N -0.39512 -6.75723 3.55488
C -0.04353 -7.42981 4.88221
C -0.38228 -8.89542 4.89959
C 0.26844 -9.63761 3.68488
C 0.04754 -8.97723 2.31212
C 0.37028 -7.47929 2.41755
C -1.88094 -6.69099 3.30807
H 1.45599 -2.94757 3.19129
H -0.10609 -2.30037 3.17108
H 0.60148 -2.40777 1.63458
H 0.50733 -4.86985 1.55080
H -1.01372 -4.23923 2.17767
H -0.45840 -4.88516 4.52893
H 1.26641 -5.22454 3.88881
H 1.01286 -7.18037 4.98171
H -0.62627 -6.90851 5.64166
H 0.09114 -9.36748 5.76048
H -1.41296 -9.23232 5.01042
H 1.34688 -9.62714 3.84291
H -0.05151 -10.67883 3.72460
H 0.70281 -9.43216 1.56932
H -0.97774 -9.09773 1.96228
H 1.43609 -7.27546 2.52051
H 0.04150 -6.86665 1.57811
H -2.32511 -7.68204 3.40105
H -2.07488 -6.19191 2.35865
H -2.31267 -6.13918 4.14306
C -0.06825 0.89724 0.93606
F -1.34539 1.05015 0.75883
F 0.50449 2.01078 1.31370
F 0.24545 0.08694 1.95788
S 0.86289 0.21823 -0.62441
O 0.69941 1.29462 -1.61789
O 2.29546 0.01120 -0.23441
O 0.14832 -0.98093 -0.95338